(1)
C2HP | wB97M-V/def2-TZVPD

Last column: Mulliken charge in e.
Cartesian coordinates (Å):
C: -0.51 0.12 0.52  0.003
C: -1.28 0.97 0.08  -0.183
P: 1.10 -0.32 0.36  0.089
H: 0.69 -0.76 -0.96  0.091

The calculation puts the highest occupied orbital energy at -9.98 eV. For the frontier orbital gap, the calculation gives 7.50 eV. The LUMO energy comes out at -0.0910 Eh. For the energy relative to the best compared isomer or geometry (same formula, charge and spin), the calculation gives 1.007 eV. The total energy is -11373.07799 eV.

(2)
C5H4N2 | wB97M-V/def2-TZVPD

Last column: Mulliken charge in e.
Cartesian coordinates (Å):
C: -1.04 2.18 -1.39  -0.044
C: -0.72 1.11 -0.93  -0.359
C: -0.19 -0.02 -0.27  0.182
C: 0.85 -0.87 -0.70  -0.295
N: 1.37 -1.56 0.31  -0.748
N: 0.62 -1.17 1.39  0.206
C: -0.34 -0.30 1.07  -0.430
H: -1.33 3.12 -1.80  0.423
H: 1.16 -0.98 -1.74  0.431
H: 0.73 -1.54 2.32  0.215
H: -1.11 0.03 1.75  0.419

The calculation puts the highest occupied orbital energy at -8.82 eV. For the frontier orbital gap, the calculation gives 9.73 eV. The SMILES is C#Cc1cn[nH]c1. The LUMO energy comes out at 0.0333 Eh. For the energy relative to the best compared isomer or geometry (same formula, charge and spin), the calculation gives 2.049 eV. The total energy is -8227.44452 eV.

(3)
C4H11N2O8 | wB97M-V/def2-TZVPD

Last column: Mulliken charge in e.
Cartesian coordinates (Å):
O: -1.34 0.94 -1.36  -0.570
C: -0.94 -0.31 -1.05  0.183
O: -1.32 -1.34 -1.85  -0.543
N: -1.24 -0.67 0.31  -0.484
C: -0.58 0.36 1.33  -0.064
O: -0.88 1.70 1.12  -0.508
O: -0.95 -0.06 2.60  -0.539
C: 0.95 0.28 1.19  0.739
O: 1.46 1.07 2.17  -0.584
O: 1.25 -1.06 1.27  -0.427
N: 1.28 0.79 -0.21  -0.114
C: 0.65 -0.22 -1.22  0.586
O: 0.81 0.29 -2.47  -0.546
O: 1.33 -1.38 -1.11  -0.525
H: -1.39 0.99 -2.39  0.407
H: -2.19 -1.73 -1.70  0.387
H: -2.24 -0.87 0.54  0.309
H: -1.69 1.83 0.68  0.418
H: -1.30 -0.92 2.61  0.340
H: 0.76 1.32 2.84  0.415
H: 2.13 -1.23 1.43  0.386
H: 2.26 0.72 -0.38  0.427
H: 0.91 1.80 -0.49  0.462
H: 1.47 -0.17 -2.91  0.467
H: 0.81 -2.11 -0.96  0.375

The calculation puts the highest occupied orbital energy at -14.33 eV. For the frontier orbital gap, the calculation gives 11.44 eV. The SMILES is OC1(O)NC(O)(O)C(O)(O)[NH2+]C1(O)O. The LUMO energy comes out at -0.1062 Eh. The total energy is -23679.05951 eV. As for the total charge: +1.

(4)
C22H25BaN3O3 | wB97M-V/def2-TZVPD

Last column: Mulliken charge in e.
Cartesian coordinates (Å):
C: -1.33 -2.22 -5.15  -1.222
C: -2.16 -1.41 -5.89  0.647
H: -1.69 -2.87 -4.34  0.357
H: -0.26 -2.30 -5.37  0.281
C: -2.48 -0.05 -5.49  1.199
C: -2.23 0.34 -4.21  -1.309
H: -2.00 -0.41 -3.44  0.258
H: -2.24 1.39 -3.95  0.276
C: -2.62 -1.84 -7.27  -1.143
H: -2.39 -2.90 -7.43  0.368
H: -2.15 -1.25 -8.07  0.298
H: -3.70 -1.69 -7.37  0.310
C: -3.03 0.96 -6.49  -1.282
H: -4.05 0.74 -6.83  0.308
H: -2.38 1.03 -7.37  0.302
H: -3.05 1.94 -6.00  0.365
Ba: -0.87 -0.06 2.21  1.933
O: 0.11 -0.80 0.12  -0.742
C: 0.98 -0.56 -0.75  0.678
O: 0.78 1.59 1.24  -0.637
C: 1.36 1.71 0.14  0.313
O: 2.01 2.81 -0.21  -0.297
N: 1.42 0.76 -0.90  0.326
C: 2.62 2.61 -1.53  -0.444
C: 2.09 1.32 -2.09  -0.429
H: 3.71 2.57 -1.39  0.289
H: 2.36 3.46 -2.15  0.343
H: 2.86 0.62 -2.43  0.394
H: 1.35 1.53 -2.88  0.220
C: 1.54 -1.68 -1.45  -0.259
C: 1.31 -2.92 -0.96  -0.767
H: 2.10 -1.50 -2.36  0.351
H: 0.51 -3.11 -0.24  0.252
H: 1.94 -3.74 -1.28  0.312
C: -1.85 2.95 5.79  -0.635
C: -1.16 2.52 6.93  -0.501
C: -0.24 1.47 6.82  -0.489
C: -0.02 0.86 5.57  0.406
N: -0.70 1.30 4.48  -0.161
C: -1.58 2.31 4.57  -0.125
C: 0.92 -0.28 5.36  0.469
C: 1.74 -0.78 6.39  -0.508
C: 2.62 -1.84 6.13  -0.479
C: 2.67 -2.37 4.84  -0.657
C: 1.82 -1.84 3.86  -0.195
N: 0.95 -0.84 4.11  -0.073
H: -2.57 3.76 5.82  0.410
H: -1.34 2.99 7.89  0.445
H: 0.31 1.10 7.68  0.319
H: -2.08 2.60 3.64  0.368
H: 1.68 -0.32 7.37  0.298
H: 3.25 -2.22 6.93  0.446
H: 3.34 -3.19 4.59  0.400
H: 1.83 -2.22 2.83  0.412

The calculation puts the highest occupied orbital energy (alpha / beta) at -11.86 / -10.74 eV. For the frontier orbital gap (alpha / beta), the calculation gives 5.29 / 4.16 eV. The LUMO energy (alpha / beta) comes out at -0.2416 / -0.2416 Eh. For the energy relative to the best compared isomer or geometry (same formula, charge and spin), the calculation gives 0.000 eV. The total energy is -34511.05349 eV. As for the total charge: +2.

(5)
C19H29BBeCaCl5F2NO11S | wB97M-V/def2-TZVPD

Last column: Mulliken charge in e.
Cartesian coordinates (Å):
C: -2.78 0.53 3.49  -0.132
O: -3.98 1.30 3.76  -0.384
C: -4.13 2.39 2.83  -0.790
C: -4.52 1.82 1.39  0.562
C: -6.02 1.35 1.21  -0.500
C: -6.54 0.76 -0.13  -0.585
C: -5.47 0.62 -1.29  -0.975
C: -3.98 1.08 -1.14  0.642
C: -3.49 1.72 0.23  0.380
C: -1.99 2.21 0.32  0.259
O: -1.53 3.09 1.09  -0.551
C: -0.93 1.57 -0.72  -0.320
C: -1.37 0.99 -1.95  0.529
C: -0.19 0.41 -2.90  -0.835
B: 0.49 -0.78 -1.98  0.581
O: -0.42 -1.78 -1.47  -0.487
O: 1.89 -0.85 -1.65  -0.288
C: -2.92 0.94 -2.35  0.283
O: -3.34 0.77 -3.52  -0.582
H: -2.99 -0.61 3.44  0.226
H: -2.25 0.79 2.52  0.015
H: -2.01 0.67 4.35  0.122
H: -3.25 3.13 2.83  0.266
H: -5.05 3.00 3.20  0.400
H: -6.78 1.45 2.07  0.363
H: -7.64 0.45 -0.24  0.466
H: -5.87 0.16 -2.27  0.382
H: 0.18 1.64 -0.42  0.291
H: -0.57 0.04 -3.91  0.315
H: 0.57 1.28 -2.99  0.259
H: -0.64 -2.47 -2.14  0.280
H: 2.45 -0.61 -2.40  0.235
F: -2.12 -2.76 -1.93  -0.467
Be: -3.03 -3.85 -0.34  0.972
C: 6.04 -1.39 -3.50  -0.815
N: 5.13 -0.53 -2.74  1.070
O: 4.11 -0.15 -3.28  -0.631
O: 5.46 -0.27 -1.60  -0.473
H: 5.62 -1.55 -4.49  0.319
H: 7.02 -0.89 -3.58  0.027
H: 6.13 -2.33 -2.95  0.483
C: 2.41 0.22 4.60  -0.815
C: 2.87 -0.21 3.20  -0.639
C: 2.04 -1.43 2.80  -0.221
S: 0.48 -1.28 3.66  1.123
O: 0.37 -2.36 4.62  -0.719
O: -0.57 -0.98 2.71  -0.534
C: 0.89 0.22 4.55  -0.680
H: 2.80 1.20 4.87  0.357
H: 2.76 -0.50 5.34  0.323
H: 2.70 0.60 2.49  0.238
H: 3.94 -0.44 3.18  0.355
H: 1.86 -1.46 1.72  0.009
H: 2.51 -2.36 3.12  0.347
H: 0.43 0.20 5.54  0.499
H: 0.51 1.06 3.97  0.335
C: -8.09 3.47 -2.57  0.264
Cl: -9.26 4.55 -1.79  -0.090
Cl: -8.95 2.18 -3.44  -0.107
Cl: -7.10 4.40 -3.72  -0.089
Cl: -7.03 2.75 -1.34  0.097
Cl: 7.19 1.25 -0.88  -0.550
O: 4.98 -3.18 -0.76  -0.343
H: 4.15 -3.72 -0.84  0.380
H: 5.55 -3.50 -0.03  0.420
H: 4.77 -2.21 -0.66  0.396
O: 8.66 -2.59 -4.16  -0.701
H: 8.91 -3.31 -3.55  0.462
H: 9.52 -2.25 -4.47  0.444
F: 2.60 -2.41 -0.10  -0.819
Ca: 8.81 -1.25 -2.91  1.347

The calculation puts the highest occupied orbital energy at -11.79 eV. For the frontier orbital gap, the calculation gives 2.52 eV. The LUMO energy comes out at -0.3408 Eh. For the energy relative to the best compared isomer or geometry (same formula, charge and spin), the calculation gives 8.516 eV. The total energy is -142546.89333 eV. As for the total charge: +2.

(6)
CHF2P | wB97M-V/def2-TZVPD

Last column: Mulliken charge in e.
Cartesian coordinates (Å):
C: 0.75 0.47 -0.73  0.096
F: 1.27 -0.63 -0.19  -0.080
F: 1.02 1.43 0.16  -0.083
P: -2.01 -0.32 0.00  0.031
H: -1.03 -0.95 0.76  0.036

The calculation puts the highest occupied orbital energy (alpha / beta) at -9.10 / -8.82 eV. For the frontier orbital gap (alpha / beta), the calculation gives 7.26 / 7.16 eV. The LUMO energy (alpha / beta) comes out at -0.0679 / -0.0610 Eh. For the energy relative to the best compared isomer or geometry (same formula, charge and spin), the calculation gives 3.552 eV. The total energy is -15771.61020 eV.

Number 1 is which compound? C2HP